[1]
Computed, not measured: an isolated molecule of C3H8N2, with ωB97M-V with the def2-TZVPD basis set.

SMILES   [H]/N=C\N(C)C
Maximum force   0.1020 Eh/bohr
E   -228.544171 hartree
Highest occupied orbital energy   -8.56 eV

ORCA input file:
```
! wB97M-V def2-TZVPD RIJCOSX def2/J DEFGRID3
* xyz 0 1
H -2.69 0.60 0.06
N -2.31 -0.25 0.06
C -1.17 -0.73 -0.08
N 0.02 -0.13 -0.16
C 1.28 -0.93 0.05
C 0.27 1.29 0.00
H -1.15 -1.81 -0.26
H 1.94 -0.03 0.18
H 1.76 -1.61 -0.71
H 1.13 -1.51 0.93
H -0.70 1.97 -0.08
H 0.88 1.61 -0.88
H 0.73 1.53 0.88
*
```

***

[2]
Computed, not measured: a structure of composition C23H25Cl10F3, with ωB97M-V with the def2-TZVPD basis set.

Maximum force   0.2661 Eh/bohr
E   -5792.144156 hartree
Highest occupied orbital energy   -7.97 eV

ORCA input file:
```
! wB97M-V def2-TZVPD RIJCOSX def2/J DEFGRID3
* xyz 0 1
C 2.68 3.93 -0.49
Cl 3.21 2.40 0.30
Cl 1.04 4.29 0.03
H 3.37 4.76 -0.42
H 2.62 3.74 -1.56
C -1.17 3.10 1.13
Cl -1.04 2.04 2.51
Cl -2.01 4.54 1.59
H -0.20 3.49 0.82
H -1.68 2.64 0.28
C 0.95 0.03 -2.84
Cl 1.11 -0.32 -4.57
Cl 2.37 -0.53 -1.96
H 0.96 1.11 -2.75
H 0.03 -0.40 -2.44
C 2.68 -2.23 0.33
Cl 3.52 -0.88 -0.46
Cl 2.76 -3.75 -0.54
H 3.18 -2.40 1.29
H 1.66 -1.94 0.59
C -2.95 2.14 -3.34
Cl -1.16 2.26 -3.54
Cl -3.81 2.46 -4.85
H -3.28 1.18 -2.94
H -3.33 2.89 -2.65
F 2.17 -2.30 3.88
C 1.05 -1.49 4.00
C 0.90 -0.58 4.99
C -0.29 0.23 4.96
C -1.24 0.22 3.94
C -1.07 -0.75 2.97
C 0.08 -1.61 2.99
H 1.67 -0.42 5.73
H -0.50 0.95 5.73
H -2.09 0.89 3.90
H -1.82 -0.98 2.23
H 0.22 -2.37 2.23
F -2.58 -1.15 -1.57
C -1.68 -2.15 -1.41
C -1.11 -2.27 -0.16
C -0.09 -3.24 -0.08
C 0.28 -4.00 -1.15
C -0.43 -3.89 -2.34
C -1.43 -2.98 -2.50
H -1.46 -1.59 0.60
H 0.37 -3.25 0.89
H 1.08 -4.71 -0.99
H -0.11 -4.51 -3.16
H -1.94 -2.86 -3.45
F 0.27 -1.34 1.20
C 0.02 -0.30 0.33
C -1.26 0.10 -0.09
C -1.37 1.24 -0.96
C -0.29 1.97 -1.39
C 0.98 1.69 -0.75
C 1.13 0.42 -0.18
H -2.16 -0.34 0.31
H -2.32 1.57 -1.35
H -0.52 2.82 -2.02
H 1.88 2.24 -1.00
H 2.13 0.15 0.10
*
```

***

[3]
Computed, not measured: a cluster of 8 separate species, C14H39BF4NO6 in total, with ωB97M-V with the def2-TZVPD basis set.

Maximum force   0.2144 Eh/bohr
E   -1487.358076 hartree
Highest occupied orbital energy   -6.74 eV

ORCA input file:
```
! wB97M-V def2-TZVPD RIJCOSX def2/J DEFGRID3
* xyz -1 1
B 0.20 -0.14 0.43
F 0.46 0.48 1.57
F -0.28 -1.41 0.73
F -0.79 0.49 -0.34
F 1.41 -0.35 -0.27
C -0.66 3.55 -1.43
C -0.34 2.80 -2.76
N -0.15 2.11 -3.69
H -1.16 4.61 -1.76
H -1.34 3.04 -0.71
H 0.17 3.58 -0.82
C 2.35 -4.54 -2.61
C 1.31 -3.54 -1.93
O 1.69 -3.07 -0.60
H 1.85 -5.02 -3.45
H 2.51 -5.20 -1.99
H 3.23 -4.03 -2.89
H 0.37 -3.99 -1.85
H 1.33 -2.62 -2.63
H 1.17 -2.35 -0.40
C -2.17 -1.64 -4.06
C -1.83 -0.79 -2.87
O -2.24 -1.47 -1.71
H -1.62 -1.25 -5.01
H -3.28 -1.81 -4.40
H -1.63 -2.65 -4.05
H -2.57 0.32 -2.93
H -0.96 -0.49 -3.08
H -1.80 -0.92 -1.07
C -0.35 -5.34 3.22
C -0.38 -4.16 2.21
O 0.58 -3.15 2.51
H 0.66 -5.74 3.42
H -1.19 -6.03 2.78
H -0.65 -4.97 4.05
H -1.44 -3.74 2.23
H -0.05 -4.40 1.31
H 0.37 -2.52 1.84
C 1.08 5.10 1.95
C 0.98 3.64 2.53
O -0.04 3.04 1.82
H 0.14 5.54 1.92
H 1.54 4.96 1.04
H 1.74 5.74 2.49
H 0.89 3.86 3.65
H 1.94 2.94 2.40
H 0.16 2.00 1.89
C -4.38 0.40 3.17
C -3.05 0.45 2.52
O -2.42 -0.86 2.69
H -4.21 0.42 4.24
H -5.08 -0.33 2.77
H -4.80 1.35 3.00
H -2.48 1.32 3.11
H -3.29 0.48 1.50
H -1.73 -0.82 2.02
C 4.13 3.57 -1.69
C 2.85 3.06 -1.03
O 3.05 1.59 -0.77
H 4.39 2.78 -2.41
H 5.07 3.63 -1.05
H 3.78 4.45 -2.26
H 1.99 3.25 -1.64
H 2.61 3.73 0.04
H 2.30 1.07 -0.88
*
```

***

[4]
Computed, not measured: a structure of composition C13H11AuI2N2O5Se, with ωB97M-V with the def2-TZVPD basis set.

Maximum force   0.0092 Eh/bohr
E   -4120.012075 hartree
Highest occupied orbital energy (alpha / beta)   -8.72 / -9.47 eV

ORCA input file:
```
! wB97M-V def2-TZVPD RIJCOSX def2/J DEFGRID3
* xyz 0 3
Au -0.98 -1.67 -0.24
I 3.38 3.04 -4.71
C 2.86 1.66 -3.27
C 3.31 0.34 -3.39
C 2.97 -0.58 -2.43
I 3.59 -2.53 -2.56
C 2.13 -0.21 -1.29
O 1.86 -1.03 -0.40
C 1.68 1.18 -1.22
C 0.79 1.59 -0.08
N -0.56 1.08 -0.27
C -1.46 1.27 0.85
C -1.14 0.35 2.01
C -1.22 0.81 3.32
C -1.00 -0.06 4.37
C -0.69 -1.38 4.08
C -0.62 -1.77 2.76
N -0.85 -0.92 1.76
C 2.06 2.06 -2.18
H 3.92 0.05 -4.23
H 1.18 1.17 0.85
H 0.82 2.68 0.01
H -0.97 1.42 -1.13
H -1.46 2.30 1.22
H -2.47 1.03 0.51
H -1.46 1.85 3.50
H -1.06 0.28 5.39
H -0.50 -2.11 4.87
H -0.39 -2.79 2.48
H 1.73 3.09 -2.13
O -1.51 -2.45 -2.06
Se -3.20 -2.51 -1.76
O -4.03 -1.94 -3.00
O -3.14 -1.35 -0.48
O -3.58 -3.94 -1.15
*
```

***

Ordered ΔE to the lowest compared entry with this formula, charge and spin results: 2.843 20.010 0.640 0.349; unit eV.